The following is a DFT calculation (wB97M-V/def2-TZVPD) of a 15-piece molecular cluster, H31O15 overall.

Geometry (Å):
O  -0.5540  0.6061  2.5198
H  2.1259  2.3685  -0.2892
H  0.2814  0.4198  3.0949
O  1.3326  4.3320  -0.5459
H  1.2233  4.1304  0.4608
H  1.0983  3.4842  -0.8607
O  1.5379  1.8151  -0.8499
H  1.3501  1.7641  -3.0708
H  -1.8305  -4.0134  -1.5731
O  2.2030  0.6760  3.5621
H  1.9773  -3.5549  0.9421
H  2.6413  1.5762  3.4271
O  -0.9218  0.6356  -2.1647
H  -0.7336  0.0990  -1.2594
H  -1.5170  -0.2690  -2.5452
O  1.5963  0.8981  -3.6050
H  0.6808  0.0261  0.1178
H  2.1393  1.2922  -1.6047
O  -0.2796  -0.1893  0.0442
H  3.3559  -1.9933  2.7048
H  0.8277  -3.8874  0.4065
O  -1.6950  -3.5957  0.9844
H  -1.5993  1.2990  -1.7178
H  -1.1270  -4.3320  1.0947
O  1.5638  -4.3392  0.6933
H  1.8682  1.3685  -4.4585
H  -3.9775  1.1221  -0.7882
O  2.8342  3.1410  0.9183
H  -3.2106  -3.1881  -1.9068
O  -3.7303  1.0182  1.7807
H  -4.0072  1.2701  2.6861
H  -4.3162  0.2625  1.4937
O  2.5901  -1.9018  2.2654
H  -1.9779  -3.4457  1.9245
H  2.6752  -1.2505  1.6485
O  -3.6158  1.1380  -1.6293
H  -0.6732  0.2673  0.9467
H  -4.2131  1.9103  -1.9289
O  -2.2858  -3.5179  -2.3843
H  -1.0990  1.1317  3.0610
H  -1.4419  -2.1241  -2.9082
O  -0.7793  -1.5426  -3.2489
H  0.2055  -1.6576  -3.1694
H  2.4027  0.3829  4.4167
H  3.7516  2.7363  1.1570
H  3.3226  3.6312  0.1576

Properties
Charge: +1
ΔE to the lowest compared entry with this formula, charge and spin (kJ/mol): 521.80
F_max (eV/Å): 6.0
Electronic energy (eV): -31206.13165
E_HOMO (eV): -13.5
Frontier orbital gap (eV): 10.713

Here are the Mulliken charges for atoms 1 to 2, given in e: number 1, O, carries -0.5842; number 2, H, carries 0.4477

=====

The following is a DFT calculation (wB97M-V/def2-TZVPD) of H32O20V2 as an isolated structure.

Geometry (Å):
O  -1.6267  -0.0845  -1.8273
V  -1.5767  0.8285  -0.5133
O  -0.7077  -0.1335  0.5167
O  1.5053  -1.2805  0.5597
V  0.4983  -0.8545  1.7567
O  0.8643  0.7245  1.8187
O  0.5843  -1.0915  -3.7723
H  1.1093  -1.2405  -2.9913
H  0.2073  -0.2185  -3.6123
O  -0.4897  -2.4755  -0.8883
H  -0.8247  -2.5955  -1.8373
H  -0.4547  -3.2885  -0.5133
O  1.2563  3.0545  1.4907
H  2.1793  3.2215  1.3557
H  1.1353  2.0855  1.3087
O  1.4903  2.2405  4.0397
H  1.3943  2.1135  3.0697
H  2.1943  2.8375  4.2957
O  -0.4697  1.3935  -4.0443
H  -1.3417  1.5555  -4.4103
H  0.2063  1.4785  -4.7503
O  0.2703  1.5705  -1.3563
H  1.1933  1.6095  -1.0993
H  0.2393  1.6335  -2.2983
O  -2.3657  2.4525  -1.5853
H  -2.4507  2.3005  -2.5253
H  -2.4507  3.3925  -1.4173
O  2.7793  1.1045  -0.2063
H  3.2613  1.8455  -0.5983
H  3.4533  0.6235  0.2647
O  2.1983  -3.7565  0.6217
H  2.1883  -2.8835  0.3387
H  1.3933  -4.1035  0.3437
O  -0.8267  -0.2085  3.2727
H  -0.6797  0.7115  3.5267
H  -1.2407  -0.7355  3.9697
O  -3.5627  0.3305  0.0037
H  -4.1287  0.7365  -0.6793
H  -3.7697  -0.5945  0.2627
O  2.4523  -2.1095  -1.8493
H  1.7043  -2.5005  -1.3893
H  2.6713  -1.4035  -1.2753
O  -2.9787  -1.0225  -3.5873
H  -2.2847  -0.8895  -2.9473
H  -3.3847  -1.8435  -3.3303
O  -0.5717  -2.5725  2.2047
H  -0.4107  -2.8455  3.0777
H  -1.5077  -2.3215  2.1797
O  1.9633  -1.3205  3.2087
H  2.9503  -1.4175  3.0967
H  1.6813  -1.0485  4.0677
O  -1.6537  2.1065  1.2427
H  -1.0447  2.8365  1.4007
H  -2.2207  2.0515  2.0097

Properties
Charge: +2
F_max (eV/Å): 7.4
Electronic energy (eV): -92830.47692
E_HOMO (eV): -15.3
Frontier orbital gap (eV): 7.089

Here are the Mulliken charges for atoms 1 to 2, given in e: number 1, O, carries -0.4322; number 2, V, carries 0.1811